Density functional theory data (wB97M-V/def2-TZVPD) for a molecular structure, C23H30BF4N10Tc in a non-equilibrium geometry.

```
69
C23H30BF4N10Tc | the Open Molecules 2025 dataset | wB97M-V/def2-TZVPD
Tc -1.44153 -0.47352 0.74784
C -2.38221 2.51062 1.49387
C -1.90148 2.43150 0.06044
N -2.25459 1.11156 -0.55260
C -3.70179 0.97819 -0.92761
C -4.19242 -0.37228 -0.47503
N -3.62438 -0.62432 0.88289
C -4.26863 0.21448 1.95897
C -3.23864 0.69841 2.95064
N -2.07906 1.24685 2.20872
H -3.45402 2.70182 1.54068
H -1.90674 3.36077 1.98368
H -0.81564 2.50324 0.02381
H -2.31463 3.24771 -0.53483
H -1.70090 1.03852 -1.40375
H -3.81758 1.08244 -2.00503
H -4.25895 1.79231 -0.46754
H -3.83146 -1.16136 -1.13885
H -5.28186 -0.42266 -0.45941
H -3.80996 -1.59542 1.11239
H -5.03548 -0.37084 2.46574
H -4.77984 1.04716 1.47971
H -2.87834 -0.12587 3.56470
H -3.69161 1.43284 3.62130
H -1.31301 1.38679 2.86186
N -0.77468 -3.89102 6.19865
C -1.11761 -3.85268 5.10418
C -1.51422 -3.76517 3.72196
C -1.94403 -4.87371 3.00112
C -2.30043 -4.70467 1.67234
C -2.22802 -3.44466 1.11824
N -1.81790 -2.36495 1.81789
C -1.44917 -2.53331 3.09463
H -1.98606 -5.84760 3.47278
H -2.62574 -5.54066 1.06902
H -2.48562 -3.28578 0.07735
H -1.08230 -1.66921 3.63004
F 1.87694 -2.32846 0.17747
B 1.96845 -2.42727 1.50022
F 0.12032 -0.82723 1.77492
F 2.77610 -1.60460 2.13977
F 1.27051 -3.33958 2.13848
C 1.79548 1.33457 0.97862
C 1.40831 0.59300 -0.25245
N 0.20900 0.10864 -0.57045
C 0.33917 -0.52582 -1.80508
C 1.61688 -0.43519 -2.22094
N 2.27896 0.27841 -1.23721
C 3.73054 0.40036 -1.12284
N 4.38165 0.57349 -2.39971
N 5.02813 -0.57943 -2.89363
N 5.58837 -0.29108 -3.98883
C 5.31563 1.05379 -4.25525
C 5.73452 1.82092 -5.30347
C 5.33598 3.20912 -5.30316
C 4.56392 3.75300 -4.28250
C 4.14466 2.96946 -3.21724
C 4.54277 1.59470 -3.23254
H 0.90488 1.56744 1.55443
H 2.30373 2.26897 0.73540
H 2.45239 0.73742 1.61202
H -0.48119 -1.03351 -2.28634
H 2.11714 -0.84899 -3.08129
H 4.13019 -0.53508 -0.73455
H 3.99169 1.20928 -0.44652
H 6.35032 1.41094 -6.09404
H 5.65052 3.83576 -6.12777
H 4.29755 4.80026 -4.31337
H 3.55703 3.39124 -2.41295
```

The charge is +3. The electronic energy is -52960.972 eV. For the max |F|, the calculation gives 0.0651 Eh/bohr. The multiplicity is 2. Its HOMO-LUMO gap (spin up / spin down) is 0.0883 / 0.0871 Ha. The HOMO energy (spin up / spin down) is -14.526 / -14.528 eV. The expectation value of S² is 0.76.

Density functional theory data (wB97M-V/def2-TZVPD) for a molecular structure, C23H30BaN5O12S3Sb in a non-equilibrium geometry.

```
75
C23H30BaN5O12S3Sb | the Open Molecules 2025 dataset | wB97M-V/def2-TZVPD
Ba 0.88358 0.38082 -0.21669
O -0.27548 0.93495 2.17756
S -0.62860 -0.50981 2.11925
O -1.55035 -0.94113 3.16033
O -1.23764 -0.74669 0.73719
O 0.66227 -1.27337 2.11698
S 3.71377 -0.81658 -1.75418
C 2.95367 -0.09897 -3.14396
C 3.66841 -0.02266 -4.36488
C 3.10336 0.57552 -5.46556
C 1.81663 1.11148 -5.37072
C 1.17736 0.98994 -4.15180
N 1.70909 0.40144 -3.08359
H 4.66545 -0.43906 -4.40312
H 3.66418 0.63070 -6.39319
H 1.32982 1.60432 -6.20186
H 0.18026 1.39820 -4.00801
C -1.57438 -3.74669 6.26471
C -0.73426 -3.53952 5.01750
S -0.91462 -4.90560 3.89340
O -0.31304 -6.09887 4.45863
O -2.29626 -4.99948 3.46813
C 0.06512 -4.35906 2.51023
C -0.05344 -5.29673 1.31320
N 0.43289 -4.61234 0.11598
C -0.29483 -3.70675 -0.60961
N 0.46519 -3.05755 -1.47990
C 1.71637 -3.56380 -1.36028
C 1.71270 -4.52206 -0.38128
N 2.80804 -5.27395 0.09603
O 2.67510 -5.92371 1.13115
O 3.85269 -5.19891 -0.52991
C -1.75051 -3.46655 -0.44768
H -1.42744 -2.89547 6.92873
H -1.29447 -4.65873 6.79470
H -2.63171 -3.80164 6.00615
H 0.33067 -3.47635 5.24633
H -1.04164 -2.64599 4.46348
H 1.09763 -4.27202 2.84768
H -0.29778 -3.36228 2.24981
H -1.09067 -5.57267 1.14317
H 0.52673 -6.20134 1.45292
H 2.55886 -3.16919 -1.90622
H -2.26826 -3.79768 -1.35094
H -1.90454 -2.39663 -0.30801
H -2.18459 -3.97241 0.41133
O 2.49802 2.54265 -0.52607
C 1.49834 3.20456 -0.85755
O 0.43405 2.77246 -1.36767
C 1.51641 4.70037 -0.61307
C 2.54489 5.48058 -1.13253
C 2.54670 6.85435 -0.94780
C 1.51028 7.40204 -0.21139
C 0.48041 6.65630 0.33803
C 0.48828 5.28884 0.11662
N 1.50127 8.86862 -0.00184
O 2.40448 9.52472 -0.49471
O 0.59182 9.34954 0.65203
H 3.34846 5.00029 -1.67570
H 3.32349 7.48628 -1.34983
H -0.29738 7.13798 0.90978
H -0.30610 4.65919 0.49907
C -4.28555 1.09478 0.58737
Sb -2.54064 1.96591 -0.32502
C -2.45040 0.63730 -2.05570
C -3.74891 3.42758 -1.36146
H -5.00490 0.77789 -0.17081
H -4.74193 1.85970 1.21802
H -3.99859 0.24490 1.20419
H -3.03852 1.18280 -2.79358
H -2.93538 -0.30219 -1.79401
H -1.45064 0.42163 -2.42880
H -4.45854 2.95154 -2.04295
H -3.12166 4.11147 -1.93540
H -4.31312 4.01277 -0.63238
```

The charge is -2. The electronic energy is -96097.281 eV. For the max |F|, the calculation gives 0.0310 Eh/bohr. Its HOMO-LUMO gap is 0.2063 Ha. The HOMO energy is -2.401 eV.

Density functional theory data (wB97M-V/def2-TZVPD) for 3 unconnected molecules or ions with the total composition C23H30BrNO13 in a non-equilibrium geometry.

```
68
C23H30BrNO13 | the Open Molecules 2025 dataset | wB97M-V/def2-TZVPD
C -0.64066 3.03142 0.64590
C -0.52049 1.68651 -0.24219
C 0.74502 1.81362 -1.24495
C 0.96571 0.41952 -2.02836
O 1.10912 -0.73623 -1.19238
C 2.27820 -0.77751 -0.40714
Br 3.98779 -0.53373 -1.45537
O 2.23239 0.02658 0.79319
C 3.21127 -0.34285 1.73225
O 3.43103 -1.47060 2.18065
O 3.98830 0.72322 2.28528
C 4.60537 1.51853 1.24319
C 5.36456 2.81199 1.83498
N 4.39501 3.94538 1.80004
C 4.03316 4.41817 3.16481
C 2.77507 3.52149 3.68331
C 1.86646 4.36484 4.70800
O 2.02089 3.15890 2.49080
H 0.29247 3.67594 0.50122
H -1.59024 3.57756 0.30643
H -0.78218 2.77492 1.74828
H -0.40019 0.80280 0.47354
H -1.45146 1.54988 -0.89401
H 0.58071 2.68462 -1.97117
H 1.63720 2.09107 -0.59416
H -0.02025 0.26632 -2.60881
H 1.75593 0.56670 -2.83228
H 2.35856 -1.86585 -0.04107
H 5.37395 0.85794 0.69644
H 3.88998 1.90717 0.44732
H 5.61948 2.53672 2.92528
H 6.32463 3.02562 1.25404
H 4.73900 4.71847 1.20873
H 4.85823 4.28272 3.94244
H 3.69055 5.51086 3.11729
H 3.13992 2.53414 4.14116
H 2.38630 5.37988 4.84251
H 1.76855 3.79730 5.69369
H 0.84784 4.52973 4.21122
H 1.77187 3.99162 2.03618
C -6.33690 -0.12102 0.53858
C -5.57529 0.79708 -0.06043
C -4.42003 0.40807 -0.91920
O -3.75747 1.27244 -1.46612
C -4.12285 -1.01924 -1.06729
C -4.88187 -1.93670 -0.46554
C -6.05368 -1.54986 0.37058
O -6.73485 -2.41672 0.88971
O -4.61603 -3.26459 -0.59142
O -5.82227 2.12565 0.08674
H -7.17910 0.14735 1.16217
H -3.27163 -1.28768 -1.67797
H -5.30503 -3.71813 -0.06620
H -5.13729 2.57702 -0.44313
C -0.65816 -4.39208 -3.09440
C -0.04431 -5.44206 -3.64455
C -0.73924 -6.75175 -3.80688
O -0.15333 -7.68275 -4.33077
C -2.11670 -6.86445 -3.31709
C -2.72852 -5.81488 -2.76400
C -2.04360 -4.49967 -2.62701
O -2.64353 -3.56227 -2.13305
O -4.00374 -5.90087 -2.30216
O 1.24023 -5.36092 -4.08097
H -0.16640 -3.43585 -2.97255
H -2.60382 -7.82419 -3.42442
H -4.21358 -5.01101 -1.95304
H 1.45001 -6.24632 -4.43587
```

The electronic energy is -122482.965 eV. For the max |F|, the calculation gives 0.0773 Eh/bohr. Its HOMO-LUMO gap is 0.2739 Ha. Its SMILES is CCCCO[C@@H](Br)OC(=O)OCCNC[C@@H](C)O.O=C1C=C(O)C(=O)C=C1O.O=C1C=C(O)C(=O)C=C1O. The HOMO energy is -9.048 eV.